[1]
{"formula": "C27H31ClNO14PS", "method": "ωB97M-V/def2-TZVPD", "smiles": "CCCN[C@@]1(CCCOC)OS(=O)(=O)O[C@@]1(c1ccccc1)P(O)Cl.O=C1C=C(O)C(=O)C=C1O.O=C1C=C(O)C(=O)C=C1O", "total_charge": 0, "e_tot_ha": -3355.15318, "homo_lumo_gap_ev": 7.303, "symbols": ["C", "C", "C", "N", "C", "C", "C", "C", "O", "C", "O", "S", "O", "O", "O", "C", "C", "C", "C", "C", "C", "C", "P", "O", "Cl", "H", "H", "H", "H", "H", "H", "H", "H", "H", "H", "H", "H", "H", "H", "H", "H", "H", "H", "H", "H", "H", "H", "H", "C", "C", "C", "O", "C", "C", "C", "O", "O", "O", "H", "H", "H", "H", "C", "C", "C", "O", "C", "C", "C", "O", "O", "O", "H", "H", "H", "H"], "xyz": [[3.95, 3.17, -1.32], [2.52, 3.28, -1.97], [1.45, 2.26, -1.34], [2.04, 0.95, -0.97], [1.32, -0.20, -1.48], [1.91, -0.78, -2.86], [2.30, 0.34, -3.90], [2.22, -0.26, -5.39], [3.49, -0.70, -5.87], [4.11, 0.24, -6.76], [1.80, -1.27, -0.55], [0.80, -2.58, -0.67], [1.44, -3.65, -1.44], [0.46, -3.24, 0.60], [-0.45, -1.78, -1.44], [-0.25, -0.32, -1.27], [-1.23, 0.26, -2.34], [-1.11, 0.06, -3.79], [-2.03, 0.65, -4.76], [-3.15, 1.50, -4.31], [-3.29, 1.68, -2.88], [-2.37, 1.08, -1.90], [-0.60, -0.09, 0.58], [-0.81, 1.58, 0.90], [-2.41, -1.09, 1.03], [4.29, 4.20, -1.04], [4.00, 2.50, -0.42], [4.65, 2.83, -2.13], [2.51, 3.07, -3.08], [2.06, 4.30, -1.84], [1.09, 2.75, -0.39], [0.62, 2.21, -2.09], [2.24, 0.87, 0.02], [1.27, -1.60, -3.28], [2.87, -1.28, -2.55], [1.58, 1.19, -3.82], [3.36, 0.61, -3.72], [1.75, 0.55, -6.02], [1.54, -1.16, -5.44], [4.84, 0.85, -6.17], [4.67, -0.36, -7.53], [3.39, 0.88, -7.33], [-0.29, -0.57, -4.20], [-1.85, 0.43, -5.84], [-3.81, 1.97, -5.08], [-4.13, 2.33, -2.53], [-2.59, 1.29, -0.83], [-1.75, 1.64, 1.22], [-1.34, -5.10, 3.14], [-1.30, -6.44, 3.11], [-1.40, -7.26, 4.35], [-1.38, -8.47, 4.27], [-1.51, -6.56, 5.63], [-1.55, -5.23, 5.67], [-1.48, -4.40, 4.43], [-1.54, -3.19, 4.51], [-1.66, -4.56, 6.84], [-1.17, -7.10, 1.94], [-1.27, -4.50, 2.25], [-1.57, -7.17, 6.52], [-1.67, -3.61, 6.60], [-1.17, -8.05, 2.19], [-1.52, 3.88, 3.36], [-2.43, 2.97, 3.72], [-2.73, 2.69, 5.16], [-3.58, 1.86, 5.43], [-1.97, 3.41, 6.17], [-1.05, 4.32, 5.82], [-0.77, 4.62, 4.38], [0.06, 5.47, 4.10], [-0.34, 5.00, 6.73], [-3.13, 2.27, 2.80], [-1.29, 4.09, 2.33], [-2.18, 3.18, 7.21], [0.25, 5.59, 6.22], [-3.72, 1.68, 3.32]], "mulliken_charge": [-1.0462, -0.4354, -0.2806, 0.1259, -0.4350, -1.1880, -0.0055, -0.7282, -0.3905, -0.6271, -0.4888, 1.5260, -0.7095, -0.5039, -0.5566, 0.9063, -0.0630, -0.2363, -0.7425, -0.5171, -0.7030, -0.0815, 0.4637, -0.1749, -0.2474, 0.3295, 0.2821, 0.2078, 0.1675, 0.5009, 0.3316, 0.0590, 0.5010, 0.6808, 0.4717, 0.1223, 0.3239, 0.3918, 0.2680, 0.2396, 0.2433, 0.2798, 0.4078, 0.3757, 0.3592, 0.3419, 0.1240, 0.1390, -0.9496, 0.4616, 0.8792, -0.6213, -0.9483, 0.3878, 1.0162, -0.6227, -0.5764, -0.5545, 0.4275, 0.4112, 0.3468, 0.3484, -0.8530, 0.3340, 0.9045, -0.6246, -0.9053, 0.3757, 0.9012, -0.6117, -0.5587, -0.5332, 0.4550, 0.4192, 0.3535, 0.3281]}

---

[2]
{"formula": "C27H31F2N7O5S6SbW", "method": "ωB97M-V/def2-TZVPD", "s_squared": 3.785, "total_charge": 0, "spin_multiplicity": 4, "e_tot_ha": -4703.22153, "homo_lumo_gap_ev": [6.535, 5.578], "relative_energy_kj_mol": 224.8, "symbols": ["W", "S", "Sb", "S", "S", "C", "N", "C", "C", "N", "C", "S", "C", "C", "C", "C", "C", "N", "H", "H", "H", "H", "H", "H", "H", "H", "H", "F", "C", "C", "C", "C", "C", "C", "H", "H", "H", "H", "C", "S", "C", "O", "H", "H", "H", "H", "H", "H", "C", "N", "C", "C", "N", "C", "S", "H", "H", "H", "H", "H", "H", "H", "H", "F", "C", "C", "N", "C", "C", "O", "O", "C", "O", "N", "C", "O", "H", "H", "H", "H"], "xyz": [[-0.16, 0.48, 0.72], [-0.19, 0.97, 5.54], [0.77, 1.96, 3.70], [1.70, 0.03, 2.60], [-0.93, 2.42, 2.03], [-1.77, -2.88, 4.66], [-0.89, -3.20, 3.54], [-0.24, -4.40, 3.30], [0.54, -4.23, 2.23], [0.38, -2.90, 1.79], [-0.54, -2.29, 2.61], [-1.28, -0.79, 2.55], [1.28, -2.35, 0.83], [2.54, -2.93, 0.77], [3.43, -2.55, -0.21], [3.00, -1.62, -1.14], [1.76, -1.03, -0.96], [0.91, -1.34, 0.04], [-1.73, -3.69, 5.38], [-2.80, -2.75, 4.31], [-1.44, -1.95, 5.12], [-0.39, -5.27, 3.92], [1.16, -4.93, 1.72], [2.83, -3.65, 1.52], [4.43, -2.96, -0.25], [3.63, -1.30, -1.95], [1.42, -0.26, -1.63], [-6.24, 0.02, -1.17], [-4.95, 0.09, -0.74], [-4.35, 1.33, -0.63], [-3.02, 1.38, -0.22], [-2.26, 0.24, 0.08], [-2.96, -0.97, -0.02], [-4.28, -1.07, -0.42], [-4.91, 2.23, -0.83], [-2.57, 2.36, -0.12], [-2.45, -1.90, 0.24], [-4.80, -2.02, -0.49], [-2.73, -1.78, -3.57], [-0.98, -1.37, -3.41], [-0.45, -3.02, -2.94], [-0.84, -0.51, -2.19], [-2.86, -2.30, -4.52], [-3.29, -0.84, -3.57], [-3.05, -2.40, -2.74], [-0.77, -3.73, -3.71], [-0.91, -3.25, -1.97], [0.63, -3.02, -2.86], [-2.19, 4.87, -1.32], [-2.16, 3.88, -2.38], [-3.16, 3.87, -3.44], [-2.72, 2.69, -4.31], [-1.80, 2.00, -3.42], [-1.39, 2.79, -2.41], [-0.07, 2.49, -1.39], [-1.94, 5.86, -1.71], [-1.46, 4.59, -0.56], [-3.18, 4.91, -0.87], [-3.15, 4.82, -3.98], [-4.16, 3.73, -3.02], [-2.22, 3.02, -5.22], [-3.56, 2.05, -4.59], [-1.19, 1.26, -3.73], [6.24, -1.32, 0.96], [5.65, -0.26, 1.55], [5.05, 0.67, 0.82], [4.43, 1.76, 1.39], [3.72, 2.69, 0.51], [2.68, 1.87, -0.25], [2.98, 1.43, -1.36], [1.60, 1.66, 0.42], [4.33, 1.89, 2.76], [3.73, 2.79, 3.30], [5.00, 0.92, 3.47], [5.70, -0.19, 3.00], [6.25, -0.97, 3.75], [5.02, 0.61, -0.26], [4.41, 3.12, -0.22], [3.26, 3.46, 1.12], [4.91, 0.99, 4.47]], "mulliken_charge": [-0.3070, -0.4543, 0.4881, -0.3003, -0.3402, -0.7947, 0.2647, -0.8332, -0.6294, 0.9143, 0.2110, -0.3101, -0.2078, -1.0047, -0.8203, -1.2277, -0.6736, 0.9899, 0.3441, 0.3016, 0.2699, 0.4517, 0.6153, 0.7613, 0.4193, 0.4704, 0.8903, -0.3865, 0.3693, -0.8681, -0.0466, 0.8362, 0.1528, -1.0164, 0.5280, 0.0799, 0.2873, 0.4932, -0.9342, 0.3598, -0.8259, -0.1946, 0.5196, 0.1834, 0.2196, 0.5106, 0.1321, 0.2747, -0.8997, 0.2879, -0.5301, -0.6274, 0.2519, -0.4378, -0.2188, 0.2929, 0.2785, 0.3219, 0.4073, 0.2702, 0.3424, 0.3008, 0.2389, -0.4301, 0.3849, -0.0969, 0.2143, -1.5545, 0.8371, -0.6444, -0.0358, 0.1945, -0.6258, 0.0189, 0.3379, -0.6419, 0.5294, 0.3964, 0.4336, 0.2400]}